C36H78F3IN22O17S | ωB97M-V/def2-TZVPD

The LUMO energy comes out at 0.12 eV. The highest occupied orbital energy is -8.44 eV. As for the SMILES: CC[C@@H](I)[C@@]1(CCCCCCOC(C)=O)OS(=O)(=O)O[C@@]1(CCC(F)=C(F)F)CCc1ccccc1.NC(N)=O.NC(N)=O.NC(N)=O.NC(N)=O.NC(N)=O.NC(N)=O.NC(N)=O.NC(N)=O.NC(N)=O.NC(N)=O.NC(N)=O.

CARTESIAN COORDINATES (ANGSTROEM)
C -3.7438 2.4722 -4.1545
C -3.6023 1.7995 -2.6946
C -2.0939 1.5169 -2.2101
I -0.7373 2.8444 -3.3620
C -1.8463 1.5699 -0.6101
C -0.8986 0.2769 -0.3156
C 0.6332 0.5034 -0.7314
C 1.5980 -0.7365 -0.3476
C 1.5276 -1.1717 1.1930
C 2.0828 -0.0814 2.2332
C 1.0548 -0.0224 3.4958
O 1.1185 1.2641 4.1991
C 1.3825 1.0892 5.5831
C 0.3528 0.2920 6.5166
O 2.4350 1.6275 6.0367
O -1.0550 2.8129 -0.4716
S -2.0226 4.1671 -0.1077
O -2.3702 5.0720 -1.2665
O -1.2601 4.8657 0.9729
O -3.3834 3.2704 0.2664
C -3.0546 1.8354 0.4065
C -2.5118 1.8368 1.9522
C -3.5140 2.5541 2.9800
C -3.1431 4.0558 3.3511
F -3.7030 5.0992 2.5321
C -2.3237 4.3011 4.4826
F -2.6050 3.5175 5.6535
F -1.3260 5.2954 4.4583
C -4.3520 0.9012 0.4048
C -4.1645 -0.5415 -0.2676
C -3.8555 -1.7291 0.7674
C -3.7063 -1.5842 2.2988
C -3.3775 -2.7938 3.2520
C -3.2316 -4.2278 2.6718
C -3.4251 -4.3966 1.1403
C -3.7095 -3.1860 0.1829
H -3.5752 3.6152 -4.1338
H -4.8614 2.3521 -4.4439
H -3.1545 1.9459 -4.9766
H -4.1272 0.7692 -2.7778
H -4.2386 2.4230 -1.9840
H -1.8215 0.4601 -2.5930
H -0.8832 0.0046 0.8105
H -1.3025 -0.6757 -0.8338
H 0.7786 0.6642 -1.8685
H 1.0556 1.4161 -0.1689
H 1.2891 -1.6412 -0.9802
H 2.6945 -0.4361 -0.5568
H 2.1755 -2.1231 1.2955
H 0.4606 -1.5011 1.5030
H 3.0709 -0.4790 2.6796
H 2.2268 0.9325 1.7318
H 1.2916 -0.8863 4.2286
H -0.0271 -0.1361 3.1144
H 0.9360 -0.4910 7.1159
H -0.3994 -0.3026 5.8719
H -0.2189 1.0342 7.1697
H -1.4989 2.3948 2.0305
H -2.2755 0.7474 2.2252
H -3.4972 1.9261 3.9482
H -4.5950 2.5300 2.6050
H -5.1505 1.4524 -0.2284
H -4.8351 0.7381 1.4274
H -3.4051 -0.5927 -1.1153
H -5.1857 -0.8095 -0.7457
H -3.8305 -0.5760 2.8092
H -3.2502 -2.5857 4.3741
H -2.9955 -5.0767 3.3945
H -3.3480 -5.4721 0.7314
H -3.8325 -3.4223 -0.9254
C -0.8008 3.9893 -7.7858
O -1.8559 3.6631 -7.2564
N -0.4669 5.2817 -8.0140
N 0.1252 3.0832 -8.1896
H 0.3903 5.5697 -8.4454
H -1.1275 5.9831 -7.7288
H -0.0867 2.1076 -8.0369
H 0.9949 3.3302 -8.6246
C 5.6690 -0.9472 0.6271
O 4.6016 -1.2647 1.1409
N 6.0124 0.3455 0.3980
N 6.5947 -1.8547 0.2448
H 6.8799 0.6274 -0.0208
H 5.3483 1.0523 0.6695
H 6.3771 -2.8276 0.3971
H 7.4747 -1.6149 -0.1775
C -0.3762 -0.4366 -9.9578
O -0.5279 0.2127 -8.9309
N -1.3562 -1.2085 -10.4860
N 0.7834 -0.4415 -10.6545
H -1.2513 -1.7483 -11.3256
H -2.2361 -1.2318 -9.9965
H 1.5376 0.1199 -10.2942
H 0.9274 -0.9675 -11.4969
C -3.5891 -6.0278 6.3308
O -3.5435 -6.2338 5.1274
N -2.6709 -6.5317 7.1942
N -4.5589 -5.2798 6.9076
H -2.6893 -6.3750 8.1860
H -1.9332 -7.0924 6.8015
H -5.2596 -4.8884 6.2988
H -4.6141 -5.0993 7.8936
C -3.5416 9.3885 2.0827
O -3.5181 10.5666 1.7586
N -3.8290 8.3944 1.2083
N -3.2821 8.9721 3.3474
H -3.8529 7.4210 1.4555
H -4.0272 8.6622 0.2582
H -3.0637 9.6811 4.0280
H -3.2960 8.0096 3.6332
C 5.2833 -5.5026 0.5871
O 5.6445 -4.7294 -0.2906
N 5.6295 -5.3455 1.8866
N 4.5057 -6.5828 0.3335
H 5.3436 -5.9677 2.6204
H 6.2077 -4.5527 2.1158
H 4.2271 -6.7335 -0.6224
H 4.1987 -7.2284 1.0379
C -3.4877 -10.4474 7.7693
O -4.5896 -9.9553 7.9522
N -2.4113 -9.7115 7.3934
N -3.2429 -11.7723 7.9257
H -1.4972 -10.0964 7.2381
H -2.5545 -8.7209 7.2667
H -4.0176 -12.3521 8.2044
H -2.3448 -12.1961 7.7804
C 2.2785 -2.8299 -8.0760
O 2.3078 -3.0512 -9.2785
N 3.2020 -3.3320 -7.2177
N 1.3227 -2.0651 -7.4957
H 3.1963 -3.1627 -6.2283
H 3.9295 -3.9061 -7.6111
H 0.6170 -1.6728 -8.1008
H 1.2819 -1.8721 -6.5115
C 9.2441 -3.6467 -1.7803
O 9.0869 -2.9931 -0.7591
N 8.2615 -4.4117 -2.3130
N 10.4139 -3.6626 -2.4662
H 8.3684 -4.9559 -3.1494
H 7.3744 -4.4255 -1.8286
H 11.1684 -3.1053 -2.0997
H 10.5627 -4.1922 -3.3056
C 3.6147 3.2646 10.0449
O 4.5361 3.4052 10.8356
N 2.3499 3.6770 10.3150
N 3.7734 2.6853 8.8310
H 1.5798 3.5712 9.6801
H 2.1906 4.1131 11.2083
H 4.6978 2.3658 8.5927
H 3.0283 2.5604 8.1669
C -0.2854 8.6089 -9.5731
O -0.2271 7.5166 -9.0256
N -1.4284 9.3335 -9.6370
N 0.7880 9.1892 -10.1637
H -1.4976 10.2308 -10.0811
H -2.2487 8.9354 -9.2091
H 1.6569 8.6810 -10.1370
H 0.7608 10.0839 -10.6177